[1]
{"formula": "C2H10N4", "method": "ωB97M-V with the def2-TZVPD basis set", "elements": ["H", "N", "C", "N", "H", "H", "H", "N", "C", "N", "H", "H", "H", "H", "H", "H"], "coordinates": [[0.64107, 2.87347, -0.26823], [0.95400, 3.81873, -0.07678], [2.21737, 3.94493, -0.01734], [2.90156, 4.91504, -0.68869], [2.87914, 3.26074, 0.54433], [2.57800, 5.13931, -1.61404], [3.89837, 4.95111, -0.56294], [-2.27617, -2.72288, 0.02253], [-1.99331, -3.89481, 0.84655], [-1.46750, -5.06760, 0.17738], [-2.86066, -3.03950, -0.74392], [-1.43755, -2.32533, -0.37935], [-1.37850, -3.53932, 1.67747], [-2.88458, -4.20306, 1.39525], [-2.22389, -5.48072, -0.35927], [-0.75549, -4.89712, -0.52267]], "forces_ev_per_angstrom": [[-0.1454, -0.2095, 1.5219], [0.0553, 0.4672, -1.9423], [0.1670, -0.7914, -0.1268], [0.2513, 0.2497, 0.5004], [-0.0054, 0.0023, -0.1280], [-0.3160, 0.2884, 0.1790], [-0.0066, -0.0053, -0.0038], [-0.5703, -0.4093, 0.0401], [0.2993, 0.7035, 0.4549], [-0.3400, -0.5283, -0.1578], [-0.0206, 0.3266, -0.1241], [0.1103, -0.0916, 0.0571], [0.5989, -0.2542, -0.3088], [-0.3073, -0.0186, -0.4455], [-0.0074, -0.1828, 0.1671], [0.2370, 0.4533, 0.3164]], "nbo_charge": [0.36, -0.78, 0.33, -0.80, 0.12, 0.40, 0.38, -0.84, -0.07, -0.84, 0.34, 0.35, 0.18, 0.18, 0.35, 0.35], "orbital_gap_ev": 9.7, "relative_energy_kj_mol": 138.9}

=====

[2]
{"formula": "C2H10N4O", "method": "ωB97M-V with the def2-TZVPD basis set", "elements": ["C", "N", "H", "H", "H", "H", "H", "N", "C", "N", "O", "N", "H", "H", "H", "H", "H"], "coordinates": [[1.62438, -0.41764, -0.73559], [1.27030, 0.68013, -1.44585], [0.13062, 1.08130, -0.72745], [1.03733, 0.43460, -2.40422], [1.95240, -1.32633, -1.24365], [2.13633, -0.22591, 0.20805], [0.45284, -0.85786, -0.10730], [-0.63009, 0.98139, 0.21645], [-0.85452, -0.61745, 0.26765], [-0.91368, -1.11786, 1.57462], [0.06469, 1.54497, 1.32245], [-1.71334, -1.02878, -0.61455], [0.88401, 1.90063, 0.94129], [-1.53025, 1.44547, 0.13143], [-0.41758, -0.57444, 2.26565], [-1.85298, -1.36631, 1.85210], [-1.64046, -0.53592, -1.50107]], "forces_ev_per_angstrom": [[-0.8358, -0.0156, 0.6418], [-0.5086, 0.2766, 0.0909], [0.5344, -0.3046, -0.3345], [0.0315, 0.0428, 0.0794], [-0.1255, 0.0282, 0.0848], [0.2010, -0.0543, -0.1001], [0.7408, 0.0514, -0.2506], [0.4478, -0.5065, 0.1568], [-0.9171, 1.0150, -0.0209], [0.2732, -0.0490, 0.0536], [-0.2454, -0.3561, -0.3977], [0.4122, -0.0508, 0.0647], [-0.0614, -0.0444, -0.0443], [0.0463, -0.1683, 0.1067], [-0.0453, 0.0210, -0.0794], [0.0695, 0.0364, -0.1161], [-0.0174, 0.0782, 0.0649]], "nbo_charge": [-0.19, -0.88, 0.41, 0.35, 0.20, 0.18, 0.09, -0.36, 0.44, -0.85, -0.57, -0.82, 0.48, 0.39, 0.39, 0.39, 0.34], "orbital_gap_ev": 8.2, "relative_energy_kj_mol": 605.5}

=====

[3]
{"formula": "C2H10N7", "method": "ωB97M-V with the def2-TZVPD basis set", "elements": ["N", "C", "N", "N", "N", "N", "C", "N", "N", "H", "H", "H", "H", "H", "H", "H", "H", "H", "H"], "coordinates": [[-1.00518, 0.83230, -1.43086], [-0.29021, 0.76737, -0.24431], [-1.20953, 0.75718, 0.93785], [0.73923, 1.72151, 0.10589], [1.89762, 1.12637, 0.16821], [1.91710, -0.08728, 0.00975], [0.62710, -0.64895, -0.14636], [0.38886, -1.63126, -1.14979], [0.29673, -1.32134, 1.26925], [-1.39685, 1.75550, -1.66724], [-0.73766, 0.28582, -2.30069], [-2.05362, 0.31936, 0.86574], [-1.31799, 1.64331, 1.41410], [0.84957, 2.80296, 0.07103], [-0.52639, -1.86059, -1.15740], [1.12792, -2.13882, -1.50017], [-0.20824, -2.21531, 0.97578], [1.20281, -1.50195, 1.92443], [-0.30131, -0.60617, 1.85478]], "forces_ev_per_angstrom": [[-0.3554, -0.0098, -2.6745], [-1.8399, -1.8763, 2.0462], [3.1428, 1.7121, 0.6594], [0.4293, 2.0598, -0.3933], [1.7925, 1.6423, 0.2245], [1.3282, -2.2844, -0.3796], [-1.5176, 1.1286, 0.2559], [1.8315, 4.1732, 2.2509], [1.1136, -0.2035, 1.5953], [0.2788, -0.8340, 0.2209], [0.0704, 1.0864, 1.8893], [-2.7339, -1.2725, -0.9479], [0.1221, 0.0252, -0.2042], [-0.9335, -2.7598, -0.1526], [-3.1622, -1.5620, -0.8721], [1.5006, -1.4323, -0.8576], [0.9019, 1.3374, 1.3041], [-2.3698, 0.1532, -2.4150], [0.4007, -1.0835, -1.5497]], "nbo_charge": [-0.87, 0.37, -0.88, -0.46, 0.11, -0.30, 0.39, -0.84, -0.80, 0.40, 0.42, 0.38, 0.40, 0.45, 0.39, 0.42, 0.45, 0.47, 0.48], "total_charge": 1, "orbital_gap_ev": 10.2, "relative_energy_kj_mol": 166.3}